## one
# C5H12NS

An isolated ion of composition C5H12NS and charge -1 (the ωB97M-V functional and the def2-TZVPD basis, the OMol25 dataset).

Bonds (Å) are listed after each position.
Cartesian coordinates (Å):
1 C -0.378 -0.477 2.850  C2 1.495, H8 1.044, H9 1.048, H10 1.120
2 C -0.685 0.015 1.472  C1 1.495, N3 1.421, H11 1.116, H12 1.122
3 N -0.474 -1.016 0.519  C2 1.421, C4 1.472, H13 1.018
4 C -0.527 -0.655 -0.908  N3 1.472, C5 1.516, H14 1.066, H15 1.078
5 C 0.767 -0.050 -1.417  C4 1.516, C6 1.630, H16 1.142, H17 1.080
6 C 0.561 1.187 -2.458  C5 1.630, S7 1.755, H18 1.100, H19 1.135
7 S 2.020 2.053 -2.909  C6 1.755
8 H -1.042 -1.251 3.072  C1 1.044
9 H 0.630 -0.762 2.900  C1 1.048
10 H -0.606 0.311 3.613  C1 1.120
11 H -0.017 0.900 1.335  C2 1.116
12 H -1.700 0.465 1.308  C2 1.122
13 H 0.434 -1.374 0.807  N3 1.018
14 H -0.603 -1.479 -1.580  C4 1.066
15 H -1.389 -0.063 -1.167  C4 1.078
16 H 1.387 0.128 -0.475  C5 1.142
17 H 1.553 -0.707 -1.759  C5 1.080
18 H 0.013 1.836 -1.759  C6 1.100
19 H 0.057 0.941 -3.444  C6 1.135

## Properties
net charge	-1
HOMO energy	-2.2	eV
SMILES string	CCNCCC[S-]
lowest unoccupied orbital energy	3.446	eV

## two
# C5H12NS

A 2-piece molecular cluster, C5H12NS overall (the ωB97M-V functional and the def2-TZVPD basis, the OMol25 dataset).

Bonds (Å) are listed after each position.
Cartesian coordinates (Å):
1 C 1.588 2.060 -0.866  C2 1.351, H5 1.082, H6 1.082
2 C 0.332 1.878 -1.332  C1 1.351, N3 1.385, H7 1.094
3 N -0.790 1.827 -0.522  C2 1.385, C4 1.454, H8 1.044
4 C -1.931 1.121 -1.082  N3 1.454, H9 1.103, H10 1.089, H11 1.097
5 H 1.760 1.810 0.172  C1 1.082
6 H 2.341 2.535 -1.482  C1 1.082
7 H 0.150 1.587 -2.370  C2 1.094
8 H -0.537 1.406 0.400  N3 1.044
9 H -2.891 1.574 -0.783  C4 1.103
10 H -1.876 1.123 -2.169  C4 1.089
11 H -1.998 0.108 -0.667  C4 1.097
12 C 0.183 -2.766 0.960  C13 1.520, H15 1.098, H16 1.092, H17 1.097
13 C 0.865 -1.634 1.710  C12 1.520, S14 1.805, H18 1.098, H19 1.096
14 S -0.149 -0.157 1.930  C13 1.805
15 H -0.088 -2.379 -0.031  C12 1.098
16 H -0.737 -3.085 1.454  C12 1.092
17 H 0.815 -3.650 0.808  C12 1.097
18 H 1.786 -1.369 1.173  C13 1.098
19 H 1.179 -1.990 2.698  C13 1.096

## Properties
net charge	-1
HOMO energy	-2.7	eV
lowest unoccupied orbital energy	4.056	eV

So which one wins? Going from most stable to least: two, one.

## one
# C5H12NS

An isolated ion of composition C5H12NS and charge -1 (the ωB97M-V functional and the def2-TZVPD basis, the OMol25 dataset).

Bonds (Å) are listed after each position.
Cartesian coordinates (Å):
1 C -1.607 -1.796 1.221  C2 1.597, H8 1.077, H9 1.212, H10 1.108
2 C -0.304 -0.873 1.201  C1 1.597, C3 1.587, H11 1.116, H12 1.185
3 C -0.619 0.519 0.507  C2 1.587, N4 1.472, H13 1.110, H14 1.193
4 N -0.549 0.302 -0.947  C3 1.472, C5 1.512, H15 1.025
5 C 0.717 0.694 -1.674  N4 1.512, C6 1.559, H16 1.108, H17 1.041
6 C 1.887 1.284 -0.829  C5 1.559, S7 1.822, H18 1.113, H19 1.094
7 S 3.468 1.330 -1.734  C6 1.822
8 H -2.054 -1.693 0.246  C1 1.077
9 H -2.277 -1.304 2.104  C1 1.212
10 H -1.364 -2.852 1.449  C1 1.108
11 H 0.583 -1.385 0.759  C2 1.116
12 H 0.038 -0.751 2.329  C2 1.185
13 H -0.005 1.387 0.822  C3 1.110
14 H -1.681 0.907 0.887  C3 1.193
15 H -1.391 0.471 -1.507  N4 1.025
16 H 1.188 -0.236 -2.051  C5 1.108
17 H 0.348 1.222 -2.492  C5 1.041
18 H 2.092 0.595 0.020  C6 1.113
19 H 1.530 2.180 -0.312  C6 1.094

## Properties
net charge	-1
HOMO energy	-2.3	eV
SMILES string	CCCNCC[S-]
lowest unoccupied orbital energy	3.560	eV

## two
# C5H12NS

An isolated ion of composition C5H12NS and charge -1 (the ωB97M-V functional and the def2-TZVPD basis, the OMol25 dataset).

Bonds (Å) are listed after each position.
Cartesian coordinates (Å):
1 C 1.532 1.883 -1.724  C2 1.525, H8 1.075, H9 1.094, H10 1.086
2 C 1.291 1.152 -0.407  C1 1.525, N3 1.466, H11 1.106, H12 1.089
3 N -0.065 0.608 -0.289  C2 1.466, C4 1.479, H13 1.017
4 C -0.283 0.100 1.083  N3 1.479, C5 1.531, H14 1.086, H15 1.104
5 C -1.480 -0.855 1.107  C4 1.531, C6 1.523, H16 1.094, H17 1.092
6 C -1.182 -2.194 0.445  C5 1.523, S7 1.822, H18 1.095, H19 1.099
7 S -2.659 -3.253 0.314  C6 1.822
8 H 1.758 2.923 -1.577  C1 1.075
9 H 0.583 1.911 -2.267  C1 1.094
10 H 2.260 1.383 -2.356  C1 1.086
11 H 2.042 0.356 -0.249  C2 1.106
12 H 1.466 1.828 0.430  C2 1.089
13 H -0.069 -0.220 -0.880  N3 1.017
14 H -0.450 0.986 1.688  C4 1.086
15 H 0.583 -0.453 1.487  C4 1.104
16 H -2.297 -0.372 0.563  C5 1.094
17 H -1.811 -1.062 2.127  C5 1.092
18 H -0.805 -2.062 -0.574  C6 1.095
19 H -0.411 -2.656 1.077  C6 1.099

## Properties
net charge	-1
HOMO energy	-2.3	eV
SMILES string	CCNCCC[S-]
lowest unoccupied orbital energy	3.429	eV

So which one wins? Going from most stable to least: two, one.

## one
# C5H8N5

An isolated ion of composition C5H8N5 and charge +1 (the ωB97M-V functional and the def2-TZVPD basis, the OMol25 dataset).

Bonds (Å) are listed after each position.
Cartesian coordinates (Å):
1 C 0.339 1.733 -0.561  C2 1.444, N6 1.318, H11 1.081
2 C -0.028 0.572 0.214  C1 1.444, C3 1.398, N9 1.350
3 C -0.807 -0.164 -0.683  C2 1.398, C5 1.457, N8 1.375
4 C 0.753 -2.733 -1.025  N7 1.152, H12 1.036
5 C -1.325 -1.478 -0.329  C3 1.457, N7 1.457, H13 1.119, H14 1.118
6 N -0.012 1.557 -1.819  C1 1.318, N8 1.304
7 N -0.331 -2.457 -0.750  C4 1.152, C5 1.457
8 N -0.610 0.403 -1.920  C3 1.375, N6 1.304, H15 1.015
9 N 0.146 0.340 1.533  C2 1.350, N10 1.421
10 N 0.816 1.357 2.266  N9 1.421, H16 1.017, H17 1.019, H18 0.969
11 H 1.105 2.428 -0.246  C1 1.081
12 H 1.694 -2.836 -1.446  C4 1.036
13 H -1.462 -1.624 0.772  C5 1.119
14 H -2.361 -1.844 -0.537  C5 1.118
15 H -1.015 -0.010 -2.755  N8 1.015
16 H 0.711 2.244 1.780  N10 1.017
17 H 1.806 1.117 2.299  N10 1.019
18 H 0.582 1.396 3.207  N10 0.969

## Properties
net charge	+1
HOMO energy (spin up / spin down)	-10.7 / -10.7	eV
lowest unoccupied orbital energy (spin up / spin down)	-4.449 / -4.450	eV

## two
# C5H8N5

An isolated ion of composition C5H8N5 and charge +1 (the ωB97M-V functional and the def2-TZVPD basis, the OMol25 dataset).

Bonds (Å) are listed after each position.
Cartesian coordinates (Å):
1 C -0.083 1.849 -0.650  N2 1.617, H11 1.062, H12 1.115, H13 1.132
2 N 0.466 0.328 -0.633  C1 1.617, C3 1.502, N10 1.458, H14 0.945
3 C 0.681 -0.280 0.724  N2 1.502, C4 1.569, H15 1.108, H16 1.107
4 C 0.845 -1.828 0.536  C3 1.569, N5 1.301, H17 1.038
5 N 0.208 -2.434 -0.423  C4 1.301, C6 1.403
6 C -0.648 -1.660 -1.222  N5 1.403, N7 1.364, N10 1.373
7 N -1.576 -2.404 -1.891  C6 1.364, C8 1.339, H18 0.993
8 C -2.526 -1.780 -2.599  N7 1.339, N9 1.150
9 N -3.243 -1.267 -3.337  C8 1.150
10 N -0.605 -0.299 -1.398  N2 1.458, C6 1.373
11 H 0.425 2.481 0.035  C1 1.062
12 H 0.043 2.205 -1.699  C1 1.115
13 H -1.154 1.689 -0.317  C1 1.132
14 H 1.326 0.468 -0.998  N2 0.945
15 H -0.245 -0.082 1.298  C3 1.108
16 H 1.607 0.150 1.153  C3 1.107
17 H 1.532 -2.328 1.134  C4 1.038
18 H -1.717 -3.325 -1.548  N7 0.993

## Properties
net charge	+1
HOMO energy	-14.3	eV
SMILES string	C[N@H+]1CC=NC(NC#N)=N1
lowest unoccupied orbital energy	-5.153	eV

So which one wins? Going from most stable to least: two, one.